Density functional theory data (the ωB97M-V functional and the def2-TZVPD basis) for an isolated molecule of C9H10N2 at a distorted geometry.

```
! RIJCOSX wB97M-V def2-TZVPD def2/J DEFGRID3
* xyz 0 1
C -0.8751 -0.9214 2.3538
C -0.3114 0.2946 1.4098
C 0.5673 1.1553 2.2573
C 1.5980 1.6230 1.5443
N 1.5552 1.2487 0.2086
C 0.5591 0.4776 0.0160
N 0.1848 -0.0464 -1.1767
C -1.0259 -0.6155 -1.4863
C -1.0108 -0.9624 -2.8020
C 0.2602 -0.6047 -3.3198
C 0.9657 -0.0378 -2.3051
H -1.3721 -1.6749 1.7472
H -1.5854 -0.4686 3.0368
H -0.0510 -1.3700 2.8961
H -1.2094 0.8645 1.1289
H 0.3902 1.3119 3.3061
H 2.4090 2.2466 1.8712
H -1.7960 -0.7031 -0.7488
H -1.8138 -1.4165 -3.3472
H 0.6005 -0.7573 -4.3236
H 1.9610 0.3565 -2.2666
*
```

Output
energy relative to the best compared isomer or geometry (same formula, charge and spin)	181.65	kJ/mol
LUMO	0.62	eV
orbital gap	8.9	eV
M	146.2	g mol⁻¹
SMILES string	C[C@H]1C=CN=C1n1cccc1
E_HOMO	-8.32	eV



Density functional theory data (the ωB97M-V functional and the def2-TZVPD basis) for an isolated molecule of C9H10N2O2 at a distorted geometry.

```
! RIJCOSX wB97M-V def2-TZVPD def2/J DEFGRID3
* xyz 0 1
C 0.8163 -2.2020 -0.1467
N 1.4331 -0.8798 -0.1416
C 2.7721 -0.6386 -0.3999
N 3.0983 0.6130 -0.4336
C 1.8770 1.2937 -0.1362
C 0.9096 0.3582 0.1198
C -0.8803 0.7259 0.2755
C -1.0433 2.0865 1.0057
C -1.5143 0.5304 -1.0654
C -2.3546 -0.4386 -1.0087
O -2.3869 -1.0757 0.1933
C -1.5476 -0.4381 1.0399
O -1.4304 -0.7425 2.1723
H 0.6488 -2.5550 -1.1824
H 1.4685 -3.0014 0.3178
H -0.0774 -2.1171 0.4247
H 3.4812 -1.4333 -0.5619
H 2.0357 2.3674 -0.3491
H -1.3166 2.7927 0.2612
H -0.0511 2.2828 1.4108
H -1.7982 2.0429 1.8418
H -1.2726 1.3102 -1.7983
H -2.8671 -0.8816 -1.8391
*
```

Output
energy relative to the best compared isomer or geometry (same formula, charge and spin)	246.11	kJ/mol
LUMO	0.67	eV
orbital gap	9.5	eV
M	178.2	g mol⁻¹
SMILES string	Cn1cncc1[C@@]1(C)C=COC1=O
E_HOMO	-8.87	eV



Density functional theory data (the ωB97M-V functional and the def2-TZVPD basis) for an isolated ion of composition C9H10N3O2 and charge +1 at a distorted geometry.

```
! RIJCOSX wB97M-V def2-TZVPD def2/J DEFGRID3
* xyz 1 1
N 0.7085 -1.4878 1.7487
C 0.8430 -0.4645 0.5390
C -0.5047 0.0086 0.1256
C -1.5083 -0.8847 -0.2319
C -2.6602 -0.4910 -0.8636
C -2.8495 0.8748 -1.0545
C -1.9773 1.7851 -0.4892
C -0.7699 1.3623 0.0264
N 1.8090 0.5609 0.9166
C 2.6043 0.9208 -0.1958
O 3.1308 1.9748 -0.2734
N 2.5390 -0.1481 -1.0713
C 1.6526 -1.0889 -0.6642
O 1.3829 -2.1812 -1.1285
H -0.0614 -2.2083 1.5835
H 0.3882 -0.8761 2.5830
H 1.5211 -2.0096 2.1164
H -1.3831 -1.9291 -0.2613
H -3.3856 -1.1733 -1.3187
H -3.6490 1.5200 -1.5288
H -2.0766 2.9237 -0.4663
H 0.0276 1.9138 0.4559
H 1.3872 1.3113 1.4899
H 2.8313 -0.2136 -2.0373
*
```

Output
energy relative to the best compared isomer or geometry (same formula, charge and spin)	0.00	kJ/mol
LUMO	-3.77	eV
orbital gap	9.7	eV
M	192.2	g mol⁻¹
SMILES string	[NH3+][C@@]1(c2ccccc2)NC(=O)NC1=O
E_HOMO	-13.48	eV



Density functional theory data (the ωB97M-V functional and the def2-TZVPD basis) for C9H10N3OS as an isolated structure at a distorted geometry.

```
! RIJCOSX wB97M-V def2-TZVPD def2/J DEFGRID3
* xyz 1 1
C -1.1508 -1.7881 0.3298
C -2.4626 -2.2011 0.1615
C -1.0367 -0.3767 0.1574
C -2.2334 0.2798 -0.1588
C -2.2953 1.7069 -0.3319
C -1.1734 2.4420 -0.2118
C 2.3498 -0.7130 -0.0710
C 0.1398 1.7760 0.2656
C 0.2303 0.2658 0.1098
N 1.0463 0.1126 -1.6700
N 1.3490 -0.2571 0.7150
N 3.4116 -1.3088 0.5404
O 2.1223 -0.7024 -1.3711
S -3.5201 -0.8428 -0.0398
H -0.3213 -2.5288 0.5224
H -2.9671 -3.2044 0.1829
H -3.2051 2.1023 -0.4723
H -1.2788 3.5612 -0.3039
H 0.8926 2.3964 -0.2421
H 0.2513 1.8551 1.3124
H 0.6044 -0.3012 -2.4727
H 1.5590 0.0588 1.6270
H 3.4897 -0.9509 1.4923
H 4.1984 -1.3816 -0.0711
*
```

Output
energy relative to the best compared isomer or geometry (same formula, charge and spin)	313.09	kJ/mol
LUMO	-3.83	eV
orbital gap	7.8	eV
M	208.3	g mol⁻¹
E_HOMO	-11.62	eV



Density functional theory data (the ωB97M-V functional and the def2-TZVPD basis) for C9H10N4O as an isolated structure at a distorted geometry.

```
! RIJCOSX wB97M-V def2-TZVPD def2/J DEFGRID3
* xyz 0 1
C 3.1041 1.2795 0.6436
C 2.4249 1.6058 -0.5184
C 2.7333 0.2104 1.3644
C 1.3541 0.8768 -1.0277
C 1.6278 -0.4964 0.9605
C -2.7908 2.0619 -0.0119
C 0.8929 -0.1268 -0.1797
C -1.6243 -2.8258 -0.2238
C -0.2622 -0.8243 -0.5844
N -3.5971 1.0216 0.0447
N -1.5443 1.6643 -0.1550
N -2.8554 -0.0722 -0.1131
N -1.6942 0.3651 -0.1976
O -0.5760 -1.9084 0.2100
H 3.8935 2.0036 1.0537
H 2.8153 2.4796 -0.9973
H 3.2382 -0.0583 2.2316
H 0.7177 0.7931 -1.8765
H 1.4065 -1.2940 1.6172
H -3.1548 3.1521 0.1068
H -1.4070 -3.1253 -1.1484
H -2.5130 -2.1529 -0.0495
H -1.6629 -3.7112 0.4580
H -0.5264 -0.9183 -1.6072
*
```

Output
energy relative to the best compared isomer or geometry (same formula, charge and spin)	386.08	kJ/mol
LUMO	0.21	eV
orbital gap	9.8	eV
M	190.2	g mol⁻¹
E_HOMO	-9.62	eV



Density functional theory data (the ωB97M-V functional and the def2-TZVPD basis) for an isolated molecule of C9H10N4O2 at a distorted geometry.

```
! RIJCOSX wB97M-V def2-TZVPD def2/J DEFGRID3
* xyz 0 1
C -1.2650 2.5915 -0.3226
C 2.8175 1.4524 0.1803
C 1.5076 1.7994 0.0132
C 3.1384 0.0920 0.0884
C 0.9281 -0.4484 -0.3646
C -1.1976 -1.5634 -0.9964
C -1.7511 -0.0010 -0.5834
C -0.7850 1.3223 -0.3045
C -2.5448 -0.1815 0.7230
N -1.7140 3.6593 -0.2947
N 2.1750 -0.7864 -0.1922
N 0.5125 0.8870 -0.2316
N 4.4057 -0.3955 0.2060
O 0.1860 -1.5408 -0.6326
O -3.5780 -1.1289 0.6190
H 3.5621 2.2055 0.3734
H 1.1651 2.8216 0.0779
H -1.7237 -2.2872 -0.3848
H -1.3046 -1.7273 -2.0656
H -2.4461 0.2902 -1.3790
H -2.9379 0.7928 1.0443
H -1.8801 -0.5569 1.5070
H 5.0762 0.1576 0.7115
H 4.4871 -1.3946 0.2806
H -4.2426 -0.8005 0.0039
*
```

Output
energy relative to the best compared isomer or geometry (same formula, charge and spin)	254.60	kJ/mol
LUMO (spin up / spin down)	0.28 / 0.28	eV
orbital gap (spin up / spin down)	6.9 / 6.9	eV
M	206.2	g mol⁻¹
E_HOMO (spin up / spin down)	-6.61 / -6.61	eV



Density functional theory data (the ωB97M-V functional and the def2-TZVPD basis) for a 2-piece molecular cluster, C9H10NO2 overall at a distorted geometry.

```
! RIJCOSX wB97M-V def2-TZVPD def2/J DEFGRID3
* xyz 1 1
C 0.3661 -0.5109 -2.3096
C -0.1167 0.6752 -2.7134
C -0.4769 1.1682 -0.3413
C 0.1023 -0.0152 -0.1857
C 0.6202 -0.9614 -0.9732
C -0.7675 1.4626 -1.7309
C -0.1011 -0.3739 2.2881
C 0.1108 -0.3725 3.7939
C 1.4772 -2.1469 -0.6066
N -1.5842 2.4147 -1.9515
O -0.8732 0.3507 2.9248
O -0.2719 -1.3146 4.5797
H 0.8929 -1.1055 -3.0915
H -0.0350 0.9998 -3.7307
H -0.9276 1.9285 0.2888
H 0.9384 0.3621 4.0513
H 1.0011 -3.0350 -0.3752
H 2.0192 -2.3370 -1.4949
H 2.2185 -1.8301 0.1813
H -1.8842 2.7527 -2.8377
H -1.9126 2.8968 -1.0913
H -0.7958 -1.0083 5.3256
*
```

Output
energy relative to the best compared isomer or geometry (same formula, charge and spin)	557.97	kJ/mol
LUMO	-5.06	eV
orbital gap	6.7	eV
M	164.2	g mol⁻¹
E_HOMO	-11.75	eV



Density functional theory data (the ωB97M-V functional and the def2-TZVPD basis) for C9H10O2P as an isolated structure at a distorted geometry.

```
! RIJCOSX wB97M-V def2-TZVPD def2/J DEFGRID3
* xyz -1 1
C -2.9487 0.8394 -0.1054
C -2.5550 -0.4609 0.1531
C -2.0291 1.7358 -0.6299
C -1.2525 -0.8571 -0.0930
C -0.7328 1.3338 -0.8744
C -0.3037 0.0340 -0.5947
C 3.8444 0.5141 0.0009
C 1.6075 -1.9182 -0.0681
C 2.5130 1.1652 0.3801
O 3.7720 -0.3076 -0.9473
O 4.8435 0.8376 0.6505
P 1.4349 -0.3866 -1.0994
H -3.9664 1.1576 0.0896
H -3.2698 -1.1791 0.5430
H -2.3414 2.7493 -0.8501
H -0.9781 -1.8837 0.1039
H -0.0128 2.0248 -1.2907
H 1.2767 -1.7472 0.9548
H 2.6601 -2.1865 -0.0797
H 1.0292 -2.7279 -0.5185
H 2.3573 2.1740 0.0216
H 2.1688 1.0157 1.3966
*
```

Output
energy relative to the best compared isomer or geometry (same formula, charge and spin)	0.00	kJ/mol
LUMO	3.33	eV
orbital gap	7.2	eV
M	181.2	g mol⁻¹
E_HOMO	-3.90	eV



Density functional theory data (the ωB97M-V functional and the def2-TZVPD basis) for an isolated molecule of C9H10O3S2 at a distorted geometry.

```
! RIJCOSX wB97M-V def2-TZVPD def2/J DEFGRID3
* xyz 0 3
C 1.0618 1.8708 0.8236
C 1.9370 -0.3990 0.7057
C -0.1853 1.3456 1.1123
C 0.6597 -0.8865 0.9079
C 2.1408 0.9972 0.7362
C -0.4129 -0.0233 1.0866
C -2.0399 -0.8412 -1.7545
C 3.5521 1.5501 0.4979
C -2.5229 -1.8620 -2.6575
O -2.9738 0.6034 0.9203
O -2.2693 -1.3650 2.2304
O -2.1212 -1.4787 -0.1713
S -1.6326 0.6782 -1.9205
S -2.0786 -0.5261 1.0731
H 1.0672 2.8892 0.8450
H 2.7697 -1.1166 0.7687
H -1.1535 2.0381 1.1944
H 0.5178 -1.8592 0.7464
H 4.0498 0.8140 -0.0862
H 3.4799 2.5474 0.2834
H 4.0518 1.4592 1.4182
H -1.7014 -2.7119 -2.9033
H -3.2818 -2.4141 -2.2079
H -2.9143 -1.3096 -3.6485
*
```

Output
LUMO (spin up / spin down)	0.38 / -3.46	eV
orbital gap (spin up / spin down)	7.7 / 6.1	eV
M	230.3	g mol⁻¹
E_HOMO (spin up / spin down)	-7.28 / -9.54	eV



Density functional theory data (the ωB97M-V functional and the def2-TZVPD basis) for an isolated molecule of C9H10O4 at a distorted geometry.

```
! RIJCOSX wB97M-V def2-TZVPD def2/J DEFGRID3
* xyz 0 1
C 0.4569 3.0855 1.3955
O 0.8551 1.9088 2.0752
C 0.4591 0.7159 1.5798
C 0.7462 -0.3619 2.4504
C 0.2638 -1.6128 2.1593
C -0.4720 -1.8693 0.9759
C -0.7668 -0.8030 0.1347
O -1.5169 -0.9442 -1.0024
C -0.9203 -1.5014 -2.1573
C -0.0446 -0.4452 -2.8830
O 0.0060 0.7168 -2.5917
O 0.6037 -1.0328 -3.9366
C -0.2433 0.4978 0.3807
H -0.6612 3.1566 1.2748
H 0.8796 3.2427 0.3799
H 0.8217 3.9515 2.0203
H 1.2659 -0.2558 3.3774
H 0.4072 -2.4303 2.8869
H -0.8078 -2.8623 0.8057
H -0.2866 -2.4012 -1.9595
H -1.7527 -1.8594 -2.8040
H 1.1517 -0.2475 -4.2631
H -0.4446 1.3516 -0.2991
*
```

Output
energy relative to the best compared isomer or geometry (same formula, charge and spin)	136.21	kJ/mol
LUMO	0.64	eV
orbital gap	9.0	eV
M	182.2	g mol⁻¹
SMILES string	COc1cccc(OCC(=O)O)c1
E_HOMO	-8.41	eV



Density functional theory data (the ωB97M-V functional and the def2-TZVPD basis) for an isolated molecule of C9H10O5 at a distorted geometry.

```
! RIJCOSX wB97M-V def2-TZVPD def2/J DEFGRID3
* xyz 0 1
O -1.0256 -1.7127 1.6350
C 0.0573 -1.2125 0.9404
C -0.1969 -0.8599 -0.4529
C -0.4533 -1.7211 -1.5430
C -0.7157 -1.2069 -2.7750
C -0.7663 0.1554 -2.8572
C -0.4364 1.0808 -1.9520
C -0.1540 0.5777 -0.6548
C 0.2335 1.2200 0.6032
O -0.8084 1.8817 1.1368
O 1.4317 2.0361 0.5746
C 0.6281 0.0357 1.6169
O 1.9952 -0.1187 1.8664
O 0.0346 0.2755 2.8680
H -1.5496 -0.9780 1.9742
H 0.9535 -1.9780 0.9666
H -0.3509 -2.8036 -1.5475
H -1.0197 -1.7487 -3.7183
H -0.9800 0.5763 -3.8201
H -0.4240 2.1854 -2.0929
H -0.5436 2.3532 1.9597
H 1.9932 1.8386 -0.1705
H 2.3952 0.6626 2.2113
H -0.2980 -0.5389 3.2309
*
```

Output
energy relative to the best compared isomer or geometry (same formula, charge and spin)	149.24	kJ/mol
LUMO	0.59	eV
orbital gap	10.1	eV
M	198.2	g mol⁻¹
SMILES string	O[C@H]1c2ccccc2C(O)(O)C1(O)O
E_HOMO	-9.50	eV



Density functional theory data (the ωB97M-V functional and the def2-TZVPD basis) for an isolated ion of composition C9H11BrN and charge +1 at a distorted geometry.

```
! RIJCOSX wB97M-V def2-TZVPD def2/J DEFGRID3
* xyz 1 1
C -4.4449 0.3029 -0.2966
C -3.0836 0.2870 0.2188
C -1.9144 0.4376 0.4187
C -0.5252 0.5963 0.5491
Br 0.1486 1.9053 -0.7029
C 0.0726 0.0143 1.6314
C 1.4570 0.0781 2.1461
C 2.5573 0.0072 1.3559
C 2.5067 0.1081 -0.0475
N 1.7109 -0.6189 -0.8181
C 1.8605 -0.7985 -2.2082
H -4.7479 -0.3217 -1.0902
H -4.6757 1.2618 -0.4411
H -5.1423 -0.0015 0.5104
H -0.7052 -0.3977 2.4378
H 1.4984 0.2301 3.2463
H 3.5270 0.1602 1.7214
H 3.4407 0.4365 -0.4015
H 0.9377 -1.2068 -0.4297
H 2.8391 -0.8453 -2.5199
H 1.3506 -1.7460 -2.6248
H 1.3322 0.1108 -2.6555
*
```

Output
energy relative to the best compared isomer or geometry (same formula, charge and spin)	347.33	kJ/mol
LUMO	-5.37	eV
orbital gap	7.1	eV
M	213.1	g mol⁻¹
SMILES string	CC#C/C(Br)=C/C=C\C=[NH+]\C
E_HOMO	-12.49	eV